#one
88
Properties=species:S:1:pos:R:3 method="wB97M-V/def2-TZVPD" total_charge=+2 gap_ev="4.0 / 4.1"
W -0.223 -0.766 0.054
C -1.458 -3.416 0.934
C -1.778 -2.584 2.154
N -1.581 -1.152 1.800
C -1.549 -0.263 3.005
C 0.842 -0.886 3.240
N 1.231 -1.134 1.813
C 1.946 -2.435 1.720
C 0.955 -3.534 1.378
N -0.103 -3.012 0.478
H -2.151 -3.204 0.120
H -1.496 -4.486 1.156
H -1.133 -2.836 2.993
H -2.805 -2.741 2.491
H -2.421 -0.894 1.287
H -1.971 -0.832 3.840
H -2.206 0.582 2.818
H 0.471 -1.820 3.667
H 1.754 -0.622 3.780
H 1.903 -0.394 1.610
H 2.451 -2.648 2.664
H 2.710 -2.346 0.951
H 0.483 -3.923 2.279
H 1.463 -4.378 0.909
H 0.022 -3.355 -0.470
N -3.317 -1.919 -3.616
C -2.574 -0.670 -3.177
C -2.684 0.406 -4.247
P -3.413 -0.234 -1.550
O -3.668 1.319 -1.622
O -4.641 -1.060 -1.569
O -2.380 -0.478 -0.461
P -0.888 -1.112 -2.721
O -0.113 -1.233 -4.079
O -0.351 0.039 -1.852
O -0.924 -2.379 -1.916
H -4.199 -1.920 -3.033
H -2.788 -2.771 -3.408
H -3.540 -1.892 -4.611
H -3.728 0.668 -4.429
H -2.227 0.076 -5.181
H -2.171 1.306 -3.913
H -4.569 1.572 -1.874
H 0.766 -1.629 -3.904
C -3.008 4.969 0.346
C -3.425 3.694 0.705
C -2.511 2.657 0.750
C -1.170 2.865 0.436
C -0.761 4.152 0.088
C -1.675 5.195 0.041
P 0.044 1.551 0.841
C 1.553 2.165 0.002
C 2.771 2.194 0.676
C 3.937 2.547 0.010
C 3.898 2.869 -1.337
C 2.685 2.850 -2.016
C 1.522 2.505 -1.351
C 0.292 1.456 2.541
C 0.807 2.631 3.195
C 0.855 2.789 4.538
C 0.283 1.754 5.367
C -0.219 0.626 4.855
C -0.160 0.269 3.380
H -3.718 5.784 0.315
H -4.462 3.513 0.956
H -2.855 1.670 1.033
H 0.277 4.361 -0.129
H -1.341 6.190 -0.219
H 2.805 1.961 1.734
H 4.872 2.591 0.554
H 4.803 3.164 -1.852
H 2.647 3.123 -3.062
H 0.582 2.499 -1.890
H 1.153 3.446 2.568
H 1.238 3.693 4.984
H 0.233 1.907 6.437
H -0.668 -0.114 5.509
S 2.182 -0.626 -0.818
C 2.816 -1.798 -1.880
N 4.174 -1.976 -1.808
C 4.878 -2.769 -2.645
C 4.204 -3.479 -3.596
C 2.819 -3.271 -3.646
N 2.148 -2.456 -2.843
H 4.655 -1.444 -1.091
H 5.949 -2.797 -2.505
H 4.714 -4.136 -4.282
H 2.229 -3.781 -4.399

#two
88
Properties=species:S:1:pos:R:3 method="wB97M-V/def2-TZVPD" total_charge=+2 gap_ev="4.0 / 4.1"
W -0.194 -0.709 0.264
C -1.711 -3.129 1.344
C -2.766 -2.070 1.551
N -2.375 -0.877 0.757
C -3.164 0.345 1.115
C -1.582 0.649 3.003
N -0.330 0.041 2.444
C 0.244 -0.908 3.433
C -0.247 -2.312 3.134
N -0.405 -2.503 1.672
H -1.666 -3.445 0.302
H -1.895 -4.009 1.969
H -2.858 -1.788 2.599
H -3.752 -2.418 1.231
H -2.634 -1.107 -0.201
H -4.054 0.011 1.661
H -3.502 0.808 0.191
H -2.155 -0.130 3.509
H -1.275 1.372 3.763
H 0.316 0.831 2.360
H -0.034 -0.606 4.445
H 1.331 -0.851 3.360
H -1.210 -2.497 3.610
H 0.442 -3.056 3.539
H 0.331 -3.097 1.294
N -0.018 -3.992 -3.413
C 0.252 -2.504 -3.273
C 0.912 -1.973 -4.537
P -1.458 -1.791 -2.938
O -1.561 -0.514 -3.853
O -2.371 -2.893 -3.318
O -1.437 -1.316 -1.492
P 1.181 -2.212 -1.762
O 2.669 -2.564 -2.119
O 1.009 -0.720 -1.426
O 0.597 -3.047 -0.661
H -1.061 -4.055 -3.544
H 0.242 -4.512 -2.568
H 0.473 -4.385 -4.220
H 0.270 -2.128 -5.406
H 1.874 -2.457 -4.709
H 1.080 -0.902 -4.437
H -1.999 -0.657 -4.698
H 3.204 -2.542 -1.302
C -2.436 3.494 -3.965
C -2.909 2.300 -3.437
C -2.260 1.716 -2.364
C -1.131 2.304 -1.799
C -0.665 3.503 -2.337
C -1.316 4.093 -3.411
P -0.522 1.680 -0.186
C 1.161 2.398 -0.111
C 1.589 3.072 1.029
C 2.903 3.510 1.138
C 3.802 3.274 0.111
C 3.383 2.604 -1.033
C 2.073 2.172 -1.144
C -1.487 2.275 1.100
C -1.529 3.707 1.277
C -2.406 4.340 2.085
C -3.406 3.543 2.766
C -3.442 2.212 2.678
C -2.400 1.389 1.935
H -2.944 3.958 -4.798
H -3.786 1.829 -3.861
H -2.639 0.782 -1.972
H 0.195 4.001 -1.913
H -0.952 5.030 -3.810
H 0.885 3.281 1.824
H 3.212 4.057 2.017
H 4.818 3.632 0.187
H 4.077 2.435 -1.844
H 1.758 1.655 -2.042
H -0.838 4.310 0.698
H -2.417 5.414 2.167
H -4.166 4.044 3.351
H -4.217 1.655 3.190
S 2.164 -0.143 1.073
C 3.312 -1.372 1.366
N 4.220 -1.103 2.358
C 5.279 -1.892 2.656
C 5.444 -3.057 1.961
C 4.505 -3.296 0.948
N 3.494 -2.491 0.642
H 4.083 -0.231 2.859
H 5.939 -1.550 3.441
H 6.261 -3.729 2.164
H 4.601 -4.184 0.333

Going by the energies, #one is most stable and the next is 0.094 eV up.

#one
17
Properties=species:S:1:pos:R:3 method="wB97M-V/def2-TZVPD" total_charge=+1 gap_ev=11.3
C 1.327 1.004 1.922
C 1.203 1.053 0.484
O 0.237 0.605 -0.194
N 1.978 1.853 -0.280
H 2.157 1.105 2.528
H 0.929 0.039 2.486
H 1.861 1.967 -1.295
H 2.850 2.368 0.031
H 0.538 1.674 2.229
C -2.100 -1.936 -0.757
N -1.050 -1.040 -1.256
H -0.555 -1.246 -2.077
H -0.274 -0.862 -0.462
H -1.522 -0.131 -1.419
H -3.078 -1.558 -1.439
H -2.307 -1.893 0.382
H -2.195 -3.003 -0.884

#two
17
Properties=species:S:1:pos:R:3 method="wB97M-V/def2-TZVPD" total_charge=+1 gap_ev=11.6
C -1.741 -1.392 -1.827
C -0.959 -0.175 -1.431
N 1.429 -0.457 1.344
C 0.593 -0.018 0.425
N 0.314 -0.593 -0.717
H -1.683 -2.067 -0.941
H -2.791 -1.200 -1.952
H -1.303 -1.878 -2.689
H -0.592 0.489 -2.232
H -1.500 0.513 -0.743
H 2.121 -1.161 1.178
H 1.573 0.101 2.171
H 0.218 1.007 0.494
H 0.649 -1.535 -0.902
H 0.396 2.674 2.515
H 1.942 3.108 2.921
O 1.336 2.585 2.385

Going by the energies, #two is most stable and the next is 1.309 eV up.

#one
17
Properties=species:S:1:pos:R:3 method="wB97M-V/def2-TZVPD" total_charge=+1 gap_ev=11.2
C 1.950 -0.386 -0.832
N 2.176 -0.137 0.605
H 1.271 -0.093 1.144
H 2.483 0.829 0.757
H 2.904 -0.664 1.089
H 0.938 -0.124 -1.075
H 2.599 0.005 -1.608
H 1.912 -1.478 -0.937
C -1.866 0.496 -1.147
C -1.127 0.169 0.110
O -0.108 0.808 0.425
N -1.637 -0.772 0.918
H -2.150 1.536 -0.936
H -2.749 -0.094 -1.337
H -1.243 -0.895 1.838
H -2.590 -1.092 0.863
H -1.288 0.556 -2.062

#two
17
Properties=species:S:1:pos:R:3 method="wB97M-V/def2-TZVPD" total_charge=+1 gap_ev=10.8
C -1.662 -1.160 -1.441
C -0.159 -1.182 -1.232
N 0.183 -1.187 0.238
C 0.581 -0.156 0.917
N 0.228 0.148 2.168
H -2.151 -2.131 -1.362
H -1.832 -0.752 -2.440
H -2.250 -0.440 -0.870
H 0.217 -0.194 -1.507
H 0.228 -2.014 -1.811
H -0.521 -1.752 0.708
H 0.805 0.735 0.317
H 0.862 0.517 2.860
H -0.686 -0.025 2.556
H 1.365 3.555 0.443
H 2.798 3.219 0.074
O 1.993 2.819 0.380

#three
17
Properties=species:S:1:pos:R:3 method="wB97M-V/def2-TZVPD" total_charge=+1 gap_ev=12.3
C 1.256 0.991 0.567
N 0.450 -0.258 0.660
C -0.407 -0.306 1.886
O -0.924 -1.582 2.055
H 0.591 1.848 0.585
H 1.826 0.985 -0.359
H 1.955 1.022 1.398
H 1.085 -1.058 0.717
H 0.231 -0.111 2.742
H -1.191 0.446 1.790
H -1.595 -1.766 1.385
C -0.298 0.063 -2.837
N -0.940 -0.163 -1.774
H -0.765 0.362 -3.776
H 0.788 -0.026 -2.864
H -0.126 -0.374 -0.225
H -1.938 -0.073 -1.949

#four
17
Properties=species:S:1:pos:R:3 method="wB97M-V/def2-TZVPD" total_charge=+1 gap_ev=10.9
C -0.941 1.508 -1.126
C -0.756 1.163 0.378
N -1.254 -0.245 0.665
C -0.470 -1.312 0.519
N -0.555 -2.501 1.118
H -1.988 1.222 -1.334
H -0.788 2.518 -1.389
H -0.301 0.947 -1.818
H 0.303 1.259 0.758
H -1.531 1.820 1.005
H -2.160 -0.406 1.107
H 0.560 -1.275 -0.030
H -1.494 -2.777 1.455
H 0.200 -3.221 1.108
H 4.141 0.702 -0.167
H 3.632 0.447 -1.580
O 3.402 0.149 -0.666

Going by the energies, #one is most stable and the next is 0.852 eV up.

#one
14
Properties=species:S:1:pos:R:3 method="wB97M-V/def2-TZVPD" gap_ev=9.1
C -2.578 -0.082 0.056
N -1.466 -1.030 -0.049
C -0.291 -0.551 -0.039
N 0.074 0.745 0.012
N 1.314 1.285 -0.314
C 2.367 0.559 -0.081
N 2.292 -0.734 0.426
S 1.058 -1.709 -0.278
H -3.519 -0.641 0.062
H -2.433 0.484 0.991
H -2.598 0.544 -0.840
H -0.657 1.379 -0.248
H 3.323 1.014 -0.276
H 3.113 -1.263 0.579

#two
14
Properties=species:S:1:pos:R:3 method="wB97M-V/def2-TZVPD" gap_ev=8.7
H 2.382 -1.583 0.320
N 1.391 -1.686 0.099
C 0.781 -0.558 0.078
N 1.159 0.750 0.298
C 0.063 1.553 0.082
S 0.153 3.329 0.180
N -0.986 0.896 -0.202
N -0.594 -0.394 -0.178
C -1.464 -1.477 -0.559
H 2.104 1.089 0.360
H 0.082 3.379 1.536
H -1.465 -1.629 -1.680
H -1.132 -2.454 -0.149
H -2.474 -1.215 -0.186

#three
14
Properties=species:S:1:pos:R:3 method="wB97M-V/def2-TZVPD" gap_ev=9.2
H -1.018 -2.977 0.799
N -0.433 -2.281 0.239
C -0.402 -1.079 0.652
C -0.958 -0.244 1.724
C -0.691 1.035 1.412
N 0.022 1.212 0.205
N 1.114 2.128 0.307
N 0.296 -0.113 -0.162
S 0.422 -0.430 -1.856
H -1.603 -0.596 2.509
H -1.026 1.956 1.906
H 1.198 2.512 -0.654
H 1.960 1.622 0.481
H -0.938 -0.520 -2.200

#four
14
Properties=species:S:1:pos:R:3 method="wB97M-V/def2-TZVPD" gap_ev=9.5
C 3.025 -1.086 0.095
N 2.404 0.310 0.028
C 1.150 0.321 -0.097
N 0.462 1.546 -0.216
N -0.894 1.291 0.232
C -1.171 -0.008 0.055
S -2.594 -0.714 0.003
N 0.087 -0.631 -0.127
H 4.188 -0.930 -0.006
H 2.785 -1.745 -0.767
H 2.796 -1.509 1.085
H 0.875 2.448 0.227
H -1.619 1.886 -0.100
H 0.040 -1.694 -0.233

Going by the energies, #two is most stable and the next is 0.648 eV up.

#one
15
Properties=species:S:1:pos:R:3 method="wB97M-V/def2-TZVPD" gap_ev=9.5
C -1.044 -1.207 -0.694
C -2.429 -0.315 -0.220
N -3.473 -1.180 0.163
O -2.319 0.845 -0.468
H -1.581 -1.229 -1.622
H -0.140 -0.592 -0.864
H -0.714 -2.036 0.033
H -3.040 -2.019 -0.175
H -4.074 -0.992 0.932
H 3.999 0.000 -0.390
H 4.159 -1.134 0.788
O 3.401 -0.635 0.462
H 2.141 2.866 1.262
H 2.881 4.147 0.270
O 2.232 3.482 0.523

#two
15
Properties=species:S:1:pos:R:3 method="wB97M-V/def2-TZVPD" gap_ev=10.3
N 1.862 -0.815 0.110
C 1.429 -1.418 1.365
C 1.478 -0.475 2.577
O 1.258 0.696 2.479
H 2.828 -0.524 0.170
H 1.293 -0.012 -0.117
H 0.386 -1.723 1.276
H 2.072 -2.267 1.561
H 1.702 -1.002 3.515
O -4.610 3.826 -1.861
H -3.653 3.691 -1.917
H -4.723 4.370 -2.657
O -0.777 -1.333 -1.973
H 0.130 -1.367 -1.637
H -0.674 -1.649 -2.890

Going by the energies, #two is most stable and the next is 2.381 eV up.

#one
14
Properties=species:S:1:pos:R:3 method="wB97M-V/def2-TZVPD" gap_ev=6.0
C 0.500 -0.188 -0.033
C -0.575 -1.258 -0.062
H -1.172 1.317 -1.458
H -0.870 2.985 -0.509
H 1.770 -1.832 -0.035
H 2.488 1.038 1.334
H -1.689 0.383 1.025
H -2.680 -1.108 0.475
N -0.809 1.661 -0.396
N 0.464 1.103 -0.050
N 1.687 -0.805 0.178
N -1.795 -0.676 0.292
O 2.941 -0.172 -0.236
O -0.258 -2.449 -0.526

#two
14
Properties=species:S:1:pos:R:3 method="wB97M-V/def2-TZVPD" gap_ev=9.5
H -0.974 -1.726 -1.458
N -0.026 -2.351 -0.980
C 0.544 -1.435 -0.134
N 1.483 -1.755 0.701
O 0.145 -0.021 0.128
C -0.555 0.910 -0.654
N -1.098 0.721 -1.777
H -1.456 1.573 -2.424
N -0.473 2.124 0.353
O -0.431 1.697 1.724
H 1.615 -2.780 0.954
H 1.852 -1.218 1.498
H -1.229 2.904 0.225
H 0.603 1.355 1.843

Going by the energies, #two is most stable and the next is 6.000 eV up.

#one
14
Properties=species:S:1:pos:R:3 method="wB97M-V/def2-TZVPD" gap_ev=8.6
C -0.093 -1.643 0.028
C 1.096 -1.020 -0.170
N -1.273 -0.946 -0.026
N -0.172 0.950 0.830
N 1.129 0.314 -0.478
N -1.343 0.377 0.366
O 2.346 0.892 -0.043
O -2.091 1.156 -0.600
H -0.160 -2.650 0.292
H 1.982 -1.530 0.100
H -2.136 -1.399 0.033
H -0.334 2.006 0.769
H 2.446 1.756 -0.308
H -1.395 1.736 -0.792

#two
14
Properties=species:S:1:pos:R:3 method="wB97M-V/def2-TZVPD" gap_ev=9.5
H -2.019 2.237 -0.185
N -2.355 1.218 -0.423
C -1.503 0.168 0.031
N -1.980 -1.148 0.357
N -0.071 0.321 0.627
O 0.476 -0.779 -0.236
C 1.864 -1.150 -0.244
N 2.671 -0.084 0.027
O 2.086 1.238 0.025
H -2.986 -0.993 -0.206
H -1.666 -1.929 -0.118
H 0.621 1.221 0.407
H 2.188 -2.179 -0.313
H 2.672 1.859 0.249

Going by the energies, #one is most stable and the next is 0.145 eV up.

#one
14
Properties=species:S:1:pos:R:3 method="wB97M-V/def2-TZVPD" gap_ev=9.4
N 3.149 -0.826 -0.302
N 2.645 0.434 0.273
C 1.313 0.601 0.464
N 0.407 -0.324 0.077
C -0.916 0.231 -0.087
O -1.061 1.357 -0.452
N -1.939 -0.751 0.065
O -3.312 -0.432 -0.068
H 4.045 -0.568 -0.636
H 2.541 -0.946 -1.041
H 1.004 1.541 0.886
H 0.400 -1.248 0.462
H -1.877 -1.277 0.971
H -3.352 0.369 0.466

#two
14
Properties=species:S:1:pos:R:3 method="wB97M-V/def2-TZVPD" gap_ev=10.4
H 0.096 1.990 -1.081
N -0.732 1.397 -1.122
C -0.577 0.393 -0.403
N -1.468 -0.678 -0.400
O -1.573 -1.299 0.871
C 0.581 0.209 0.470
N 1.027 1.115 1.238
H 0.410 1.917 1.210
N 1.274 -0.982 0.297
O 1.402 -1.339 -1.058
H -2.394 -0.528 -0.805
H -2.010 -0.632 1.453
H 2.125 -1.007 0.824
H 1.840 -0.555 -1.495

Going by the energies, #one is most stable and the next is 0.992 eV up.

#one
11
Properties=species:S:1:pos:R:3 method="wB97M-V/def2-TZVPD" gap_ev=10.4
N 1.377 -0.396 -1.331
C 1.568 -0.032 -0.011
O 1.289 -0.636 1.047
H 2.044 -0.835 -1.922
H 0.716 0.132 -1.894
H 2.370 0.818 0.211
O -1.019 0.587 -0.889
C -1.718 0.632 0.104
O -1.607 -0.248 1.143
H -2.414 1.498 0.361
H -0.758 -0.063 1.587

#two
11
Properties=species:S:1:pos:R:3 method="wB97M-V/def2-TZVPD" gap_ev=10.8
N -0.268 -0.092 2.100
C -0.880 -0.157 0.892
O -1.142 0.654 -0.017
H 0.433 0.552 2.355
H -0.313 -0.881 2.789
H -1.374 -1.165 0.830
O 1.684 0.954 -0.774
C 1.109 0.302 -1.721
O -0.076 0.446 -2.295
H 1.619 -0.534 -2.328
H -0.791 -0.077 -1.830

Going by the energies, #two is most stable and the next is 0.396 eV up.

#one
11
Properties=species:S:1:pos:R:3 method="wB97M-V/def2-TZVPD" gap_ev=10.7
C -1.243 0.166 -0.578
C 0.147 -0.334 -0.056
O 2.325 -0.061 0.667
O 0.371 -1.468 0.497
O -2.076 0.389 0.523
N 0.974 0.633 -0.117
H 3.028 0.183 0.052
H 1.639 -1.138 0.882
H -2.431 1.284 0.496
H -1.118 1.039 -1.223
H -1.618 -0.693 -1.143

#two
11
Properties=species:S:1:pos:R:3 method="wB97M-V/def2-TZVPD" gap_ev=11.1
O -1.665 -1.246 -2.250
C -1.077 -0.305 -1.817
N -0.599 -0.343 -0.496
C 0.201 0.565 0.171
O 1.250 1.018 -0.219
H -0.749 0.568 -2.397
H -1.217 -0.988 -0.025
H -0.144 1.008 1.105
O 1.365 0.255 3.366
H 1.734 -0.507 2.934
H 2.111 0.614 3.869

Going by the energies, #two is most stable and the next is 3.047 eV up.